(1)
{"formula": "C23H27N3O5", "method": "ωB97M-V with the def2-TZVPD basis set", "elements": ["O", "C", "N", "H", "C", "C", "H", "H", "C", "N", "C", "C", "O", "C", "H", "C", "H", "H", "H", "H", "H", "H", "H", "H", "H", "H", "H", "C", "C", "C", "C", "C", "C", "H", "H", "N", "C", "O", "C", "O", "C", "C", "C", "C", "C", "C", "O", "C", "H", "H", "H", "H", "H", "H", "H", "H", "H", "H"], "positions_angstrom": [[1.6220, 3.1534, 0.4739], [1.1629, 2.0366, 0.6122], [1.8647, 1.0201, 1.1711], [1.4328, 0.1173, 1.2803], [3.2436, 1.1598, 1.5746], [4.1834, 0.3546, 0.6776], [4.0425, 0.6758, -0.3559], [3.9322, -0.7068, 0.7470], [5.6475, 0.5705, 1.0943], [6.6517, -0.1233, 0.3197], [6.7495, 0.2844, -1.0691], [8.0318, -0.3124, -1.6530], [8.0312, -1.7182, -1.5563], [7.8955, -2.1223, -0.2143], [7.8870, -3.2137, -0.2223], [6.6089, -1.5702, 0.4039], [6.5488, -1.8658, 1.4532], [5.7479, -1.9962, -0.1403], [8.7553, -1.7648, 0.3718], [8.1215, -0.0790, -2.7152], [8.8970, 0.0974, -1.1110], [6.7935, 1.3736, -1.1191], [5.8932, -0.0685, -1.6692], [5.8763, 1.6384, 1.0355], [5.7713, 0.2572, 2.1358], [3.3536, 0.8409, 2.6167], [3.4775, 2.2246, 1.5022], [-0.2310, 1.6889, 0.2082], [-1.2038, 2.6808, 0.2934], [-2.5111, 2.4347, -0.0744], [-2.8626, 1.1781, -0.5593], [-1.8892, 0.1862, -0.6703], [-0.5874, 0.4379, -0.2874], [0.1537, -0.3394, -0.4097], [-2.1588, -0.7851, -1.0618], [-4.1615, 0.8556, -0.9588], [-5.2822, 1.6116, -0.9071], [-5.3650, 2.7526, -0.5160], [-6.5344, 0.8765, -1.4372], [-6.3073, -0.4840, -1.7319], [-6.3569, -1.3181, -0.6313], [-5.8765, -2.6130, -0.7755], [-5.8662, -3.4734, 0.3051], [-6.3214, -3.0393, 1.5402], [-6.8144, -1.7577, 1.6875], [-6.8491, -0.8896, 0.6025], [-7.3613, 0.3653, 0.7825], [-7.6703, 1.0311, -0.4192], [-7.8053, 2.0836, -0.1671], [-8.5956, 0.6223, -0.8480], [-7.1855, -1.4005, 2.6344], [-6.3020, -3.7045, 2.3893], [-5.4953, -4.4791, 0.1837], [-5.5189, -2.9222, -1.7455], [-6.8199, 1.3512, -2.3829], [-4.2714, -0.0741, -1.3478], [-3.2592, 3.2051, 0.0049], [-0.9132, 3.6549, 0.6557]], "forces_ev_per_a": [[0.024, 0.301, -0.041], [-0.071, -0.231, 0.082], [0.058, -0.309, 0.120], [-0.087, 0.151, -0.001], [0.251, -0.029, -0.190], [0.246, 0.193, 0.229], [-0.069, -0.044, -0.039], [-0.036, -0.040, -0.077], [-0.282, -0.064, -0.046], [0.099, -0.061, -0.053], [0.310, -0.171, -0.067], [-0.177, 0.358, -0.092], [-0.046, -0.096, -0.128], [-0.216, -0.156, 0.316], [0.014, 0.056, 0.060], [0.320, -0.053, -0.152], [-0.022, -0.050, 0.012], [0.018, -0.014, 0.072], [-0.070, -0.054, -0.015], [0.014, 0.046, 0.068], [-0.065, 0.004, -0.061], [-0.017, 0.030, -0.052], [0.024, 0.073, 0.000], [-0.026, 0.021, 0.097], [-0.006, 0.099, 0.034], [0.013, 0.091, -0.048], [0.000, -0.116, 0.112], [-0.224, 0.117, -0.145], [0.239, -0.202, -0.012], [-0.137, 0.090, 0.005], [0.312, 0.161, 0.117], [-0.117, 0.037, 0.009], [0.008, 0.151, 0.075], [0.062, -0.061, -0.011], [-0.026, -0.092, -0.040], [0.111, -0.479, -0.215], [-0.246, -0.421, -0.244], [-0.060, 0.238, 0.058], [-0.319, 0.552, 0.336], [0.021, -0.312, 0.033], [-0.022, -0.025, 0.113], [-0.080, 0.213, -0.013], [0.059, -0.044, -0.037], [-0.032, -0.005, 0.057], [-0.009, 0.154, -0.170], [-0.032, -0.087, -0.095], [0.254, -0.243, 0.269], [-0.064, 0.215, -0.550], [0.017, -0.141, -0.107], [0.124, 0.046, 0.043], [-0.058, 0.051, 0.126], [-0.003, -0.056, 0.084], [0.036, -0.092, -0.012], [0.044, -0.032, -0.127], [0.050, -0.020, 0.188], [-0.114, 0.247, 0.098], [-0.017, 0.014, 0.008], [0.022, 0.092, 0.016]], "homo_energy_ha": -0.3124, "homo_lumo_gap_ev": 9.06, "energy_ev": -38997.38173, "smiles": "O=C(NCCCN1CCOCC1)c1ccc(NC(=O)[C@@H]2COc3ccccc3O2)cc1", "total_charge": 0, "e_above_lowest_ev": 2.568, "lumo_ha": 0.02051}

***

(2)
{"formula": "C23H27N5O3PdS5Se", "method": "ωB97M-V with the def2-TZVPD basis set", "elements": ["Pd", "C", "C", "S", "C", "C", "S", "C", "C", "S", "H", "H", "H", "H", "H", "H", "H", "H", "H", "H", "H", "H", "N", "C", "C", "C", "C", "C", "C", "S", "O", "O", "O", "H", "H", "H", "H", "H", "H", "Se", "N", "C", "C", "C", "C", "C", "C", "N", "H", "H", "H", "H", "C", "C", "C", "C", "N", "C", "S", "N", "H", "H", "H", "H", "H"], "positions_angstrom": [[0.6809, -0.8086, 0.6975], [-2.4276, -0.0938, 1.8479], [-1.5964, 0.5642, 2.9371], [0.1252, 0.9208, 2.4555], [1.0540, 0.2110, 3.8460], [0.8652, -1.2775, 4.1024], [1.2210, -2.3054, 2.6439], [-0.2182, -3.4043, 2.5367], [-1.5745, -2.7253, 2.4396], [-1.7109, -1.5544, 1.0501], [-3.4014, -0.3762, 2.2512], [-2.6107, 0.5957, 1.0253], [-2.0613, 1.5148, 3.1999], [-1.5690, -0.0396, 3.8425], [2.0965, 0.4397, 3.6170], [0.7942, 0.7738, 4.7434], [1.5486, -1.5883, 4.8923], [-0.1428, -1.5023, 4.4451], [-0.0154, -4.0079, 1.6502], [-0.2001, -4.0752, 3.3962], [-2.3396, -3.4884, 2.2973], [-1.8236, -2.1909, 3.3546], [0.2358, 0.4584, -1.1786], [-0.9518, 1.2286, -1.0569], [-0.9179, 2.4083, -0.3099], [-2.0885, 3.0980, -0.0618], [-3.2895, 2.6046, -0.5633], [-3.3235, 1.4718, -1.3604], [-2.1456, 0.7819, -1.6103], [-4.7998, 3.3777, -0.0893], [-4.8899, 3.2313, 1.3710], [-5.8451, 2.8345, -0.8813], [-4.5918, 4.8439, -0.1574], [0.2079, -0.1654, -1.9785], [1.0809, 1.0434, -1.2171], [0.0273, 2.7677, 0.0798], [-2.0795, 4.0068, 0.5266], [-4.2657, 1.1334, -1.7704], [-2.1589, -0.1023, -2.2361], [2.9379, -3.2211, -0.5648], [1.2889, -2.5090, -0.7015], [0.7055, -3.0530, -1.7610], [-0.6204, -2.7904, -2.2243], [-1.0545, -3.4314, -3.3375], [-0.2326, -4.3616, -4.0618], [1.0220, -4.6523, -3.6556], [1.5315, -4.0018, -2.4846], [2.7378, -4.2088, -2.0002], [-1.2642, -2.1221, -1.6715], [-2.0600, -3.2519, -3.6961], [-0.6424, -4.8371, -4.9420], [1.6554, -5.3557, -4.1775], [2.2597, 3.7625, -2.3951], [3.2108, 3.0367, -1.5004], [4.5258, 3.4781, -1.3095], [5.3394, 2.7616, -0.4484], [4.9036, 1.6771, 0.1871], [3.6432, 1.3264, -0.0549], [3.1345, -0.0854, 0.8190], [2.7740, 1.9519, -0.8625], [2.7742, 4.1825, -3.2575], [1.8043, 4.5925, -1.8501], [1.4654, 3.1020, -2.7371], [4.8957, 4.3524, -1.8267], [6.3657, 3.0531, -0.2629]], "forces_ev_per_a": [[0.047, 0.054, 0.044], [0.000, 0.012, 0.006], [-0.010, -0.005, 0.017], [0.002, -0.042, -0.039], [0.003, -0.003, -0.007], [0.002, 0.007, -0.006], [-0.009, -0.008, -0.003], [-0.007, 0.002, 0.004], [0.012, 0.006, -0.004], [-0.005, 0.000, -0.020], [0.000, -0.001, -0.004], [0.003, 0.007, -0.008], [0.001, 0.003, -0.001], [0.002, 0.002, -0.002], [0.000, -0.002, 0.011], [0.001, 0.002, 0.001], [-0.001, 0.000, 0.003], [0.001, -0.004, -0.001], [0.000, -0.002, -0.001], [0.002, 0.000, 0.001], [0.001, 0.000, -0.001], [-0.002, -0.003, 0.003], [0.035, 0.037, 0.018], [-0.049, 0.041, 0.010], [0.036, -0.051, -0.028], [-0.030, -0.022, 0.024], [-0.013, 0.033, -0.004], [0.003, 0.017, -0.014], [0.035, -0.009, 0.008], [0.051, -0.016, -0.049], [-0.024, 0.015, 0.022], [-0.011, 0.010, 0.015], [-0.003, -0.014, 0.014], [0.010, -0.007, -0.004], [-0.033, -0.034, 0.008], [-0.027, 0.010, -0.003], [0.002, 0.003, -0.007], [0.003, -0.006, -0.001], [-0.011, 0.008, 0.001], [0.028, 0.035, -0.008], [-0.032, -0.070, -0.034], [0.017, 0.025, 0.024], [0.022, -0.007, -0.006], [0.001, 0.000, 0.000], [-0.007, 0.000, -0.007], [0.012, 0.003, -0.003], [-0.013, 0.010, -0.007], [-0.007, -0.034, 0.017], [-0.017, 0.010, 0.024], [0.001, -0.002, 0.002], [-0.001, 0.000, 0.002], [0.002, 0.001, 0.002], [-0.002, 0.008, 0.003], [-0.009, -0.013, -0.027], [-0.001, -0.017, 0.015], [0.010, 0.004, -0.007], [0.022, -0.033, -0.012], [0.009, 0.078, 0.060], [-0.005, -0.007, -0.026], [-0.047, -0.043, -0.035], [0.003, -0.001, 0.002], [0.000, 0.007, 0.001], [0.000, -0.001, 0.006], [-0.002, 0.005, 0.003], [-0.002, 0.005, 0.005]], "spin_multiplicity": 5, "homo_energy_ha": [-0.5128, -0.5283], "homo_lumo_gap_ev": [7.65, 5.42], "energy_ev": -160867.85111, "total_charge": 2, "e_above_lowest_ev": 0.000, "lumo_ha": [-0.23167, -0.32921], "s2": 6.0449}

***

(3)
{"formula": "C23H27N5O4", "method": "ωB97M-V with the def2-TZVPD basis set", "elements": ["C", "C", "C", "N", "C", "N", "C", "N", "C", "N", "C", "H", "H", "C", "H", "C", "H", "H", "C", "H", "C", "H", "O", "H", "H", "H", "C", "C", "C", "C", "O", "H", "C", "O", "N", "H", "C", "H", "H", "C", "H", "C", "H", "H", "C", "H", "C", "H", "O", "H", "H", "C", "C", "H", "H", "H", "H", "H", "H"], "positions_angstrom": [[7.4469, 1.0067, 0.7060], [6.1806, 0.2676, 0.4138], [4.9892, 0.9039, 0.2944], [3.8257, 0.2426, 0.0275], [3.8002, -1.1353, -0.1333], [2.7241, -1.8215, -0.3792], [1.5446, -1.1764, -0.4940], [0.4679, -1.9163, -0.7167], [-0.7214, -1.3417, -0.8412], [-1.7747, -2.1318, -1.0726], [-1.7375, -3.5580, -0.9005], [-2.0944, -4.0547, -1.8093], [-0.6961, -3.8266, -0.7172], [-2.6128, -4.0037, 0.2890], [-2.3981, -5.0631, 0.4829], [-4.1194, -3.7761, 0.0454], [-4.6360, -4.7094, -0.1688], [-4.2715, -3.0971, -0.7939], [-4.5967, -3.1228, 1.3423], [-5.4234, -2.4335, 1.1908], [-3.3253, -2.4140, 1.8054], [-3.2809, -2.2482, 2.8831], [-2.2681, -3.2905, 1.4670], [-3.2152, -1.4508, 1.2889], [-4.8876, -3.8815, 2.0696], [-2.6783, -1.6633, -1.0552], [-0.9014, 0.0908, -0.7912], [0.2165, 0.8477, -0.5303], [1.4667, 0.2380, -0.3711], [2.6330, 1.0182, -0.0859], [2.6828, 2.2270, 0.0548], [0.1840, 1.9227, -0.4103], [-2.2482, 0.6889, -0.9416], [-3.2875, 0.0524, -0.7643], [-2.2759, 1.9803, -1.3226], [-1.4201, 2.5065, -1.4040], [-3.4769, 2.7744, -1.3369], [-3.5277, 3.3273, -2.2789], [-4.3320, 2.1013, -1.2565], [-3.4701, 3.7732, -0.1669], [-4.3413, 4.4359, -0.2728], [-3.4632, 3.0856, 1.2132], [-4.1960, 3.5543, 1.8697], [-3.7002, 2.0274, 1.1299], [-2.0452, 3.3270, 1.7333], [-1.3806, 2.5171, 1.4317], [-1.6698, 4.6224, 1.0159], [-2.0585, 5.4928, 1.5647], [-2.2788, 4.5468, -0.2577], [-0.5965, 4.7484, 0.8647], [-2.0026, 3.4286, 2.8149], [5.0476, -1.8155, -0.0126], [6.1950, -1.1452, 0.2507], [7.1336, -1.6714, 0.3411], [5.0141, -2.8843, -0.1412], [4.8708, 1.9735, 0.3987], [7.2605, 2.0726, 0.8001], [7.8889, 0.6439, 1.6330], [8.1696, 0.8454, -0.0927]], "forces_ev_per_a": [[-0.056, -0.023, -0.011], [-0.451, 0.365, -0.030], [0.934, 0.327, 0.185], [-0.221, -0.481, -0.089], [-0.214, 0.163, -0.014], [0.076, -0.531, -0.045], [-0.044, 0.840, 0.113], [-0.137, -0.239, -0.040], [0.243, 0.164, -0.081], [-0.581, 0.083, -0.017], [0.068, -0.416, 0.382], [0.085, -0.065, 0.054], [-0.188, -0.112, -0.108], [0.128, -0.207, -0.473], [-0.053, 0.116, -0.082], [0.130, 0.028, 0.205], [-0.012, 0.010, -0.090], [-0.062, -0.003, -0.081], [0.224, 0.039, 0.060], [-0.084, 0.015, 0.021], [-0.303, 0.231, 0.151], [-0.031, 0.021, -0.047], [0.206, -0.073, -0.035], [-0.003, -0.067, 0.058], [-0.033, 0.016, 0.025], [0.272, 0.009, -0.013], [0.375, 0.085, 0.237], [-0.128, -0.307, -0.035], [-0.008, -0.385, -0.039], [-0.264, 0.250, -0.042], [0.023, -0.045, 0.012], [-0.054, 0.062, -0.014], [0.051, 0.142, -0.183], [-0.164, -0.053, 0.055], [0.174, 0.304, 0.008], [-0.033, -0.184, -0.034], [-0.196, 0.420, 0.240], [-0.061, -0.071, 0.040], [0.059, 0.122, -0.072], [-0.440, -0.342, -0.258], [0.114, -0.079, 0.015], [0.093, 0.109, -0.065], [-0.021, -0.022, 0.003], [-0.066, -0.049, 0.019], [0.014, 0.184, -0.151], [0.038, -0.005, 0.021], [0.158, 0.040, 0.408], [0.071, -0.055, -0.029], [-0.009, -0.099, -0.273], [-0.050, 0.029, 0.051], [0.043, -0.030, 0.054], [0.565, 0.085, 0.100], [-0.457, -0.215, -0.098], [0.084, -0.122, -0.001], [-0.026, -0.093, -0.015], [-0.009, -0.056, -0.008], [0.056, 0.085, 0.019], [0.080, 0.036, 0.065], [0.095, 0.047, -0.027]], "homo_energy_ha": -0.2936, "homo_lumo_gap_ev": 7.72, "energy_ev": -39931.57121, "smiles": "Cc1ccc2nc3nc(NC[C@@H]4CCCO4)c(C(=O)NC[C@H]4CCCO4)cc3c(=O)n2c1", "total_charge": 0, "e_above_lowest_ev": 0.000, "lumo_ha": -0.01002}

***

(4)
{"formula": "C23H27N5ORhSi", "method": "ωB97M-V with the def2-TZVPD basis set", "elements": ["Rh", "C", "C", "C", "C", "C", "N", "C", "C", "C", "C", "C", "C", "C", "N", "C", "C", "C", "N", "C", "C", "N", "C", "C", "C", "N", "H", "H", "H", "H", "H", "H", "H", "H", "H", "H", "H", "H", "H", "H", "H", "H", "H", "H", "C", "Si", "C", "C", "O", "H", "H", "H", "H", "H", "H", "H", "H", "H"], "positions_angstrom": [[0.5618, 2.0284, 0.5698], [-5.9713, 0.1153, -1.6075], [-4.5915, 0.1423, -1.0179], [-4.2321, -0.7031, 0.0302], [-2.9758, -0.6391, 0.5875], [-2.0014, 0.2694, 0.1301], [-0.7681, 0.3291, 0.7296], [-0.1761, -0.8182, 1.2050], [-0.3537, -2.0492, 0.5470], [0.2766, -3.1966, 0.9696], [1.1240, -3.1801, 2.0774], [1.8604, -4.4136, 2.5125], [1.3213, -1.9649, 2.7266], [0.7001, -0.8019, 2.3131], [0.9548, 0.3768, 3.0835], [1.1393, 0.4321, 4.4208], [1.5912, 1.6892, 4.7357], [1.6700, 2.3557, 3.5096], [1.2898, 1.5615, 2.5157], [-2.3817, 1.1441, -0.9172], [-3.6452, 1.0609, -1.4673], [-1.4927, 2.0995, -1.4951], [-1.3655, 2.3856, -2.8045], [-0.5682, 3.4990, -2.9218], [-0.2457, 3.8413, -1.6102], [-0.8066, 2.9996, -0.7381], [-6.4199, -0.8727, -1.5176], [-5.9592, 0.3991, -2.6592], [-6.6181, 0.8215, -1.0820], [-4.9527, -1.4103, 0.4213], [-2.7244, -1.2769, 1.4245], [-0.9654, -2.0667, -0.3453], [0.1269, -4.1191, 0.4225], [1.2817, -5.3115, 2.3014], [2.0933, -4.3877, 3.5761], [2.8045, -4.4957, 1.9685], [2.0050, -1.9205, 3.5657], [0.9225, -0.4148, 5.0502], [1.8245, 2.0770, 5.7116], [1.9895, 3.3638, 3.3017], [-3.9105, 1.7482, -2.2617], [-1.8371, 1.7736, -3.5556], [-0.2509, 3.9880, -3.8260], [0.3566, 4.6606, -1.2523], [1.4070, -1.0298, -2.5271], [2.5374, 0.2737, -1.7939], [3.8248, -0.6328, -0.7827], [3.3757, 1.1922, -3.1843], [1.7251, 1.3191, -0.8480], [1.9733, -1.6783, -3.2014], [0.5860, -0.5870, -3.1011], [0.9751, -1.6568, -1.7401], [4.4436, -1.2559, -1.4346], [3.3434, -1.2817, -0.0432], [4.4768, 0.0678, -0.2546], [3.9978, 0.5154, -3.7761], [4.0132, 1.9862, -2.7870], [2.6410, 1.6490, -3.8540]], "forces_ev_per_a": [[0.415, -0.282, -0.124], [0.038, 0.008, 0.013], [-0.033, -0.019, -0.011], [-0.019, -0.003, -0.015], [-0.020, -0.020, 0.020], [0.009, -0.056, 0.090], [0.056, 0.116, -0.159], [-0.141, -0.030, 0.062], [-0.030, -0.003, -0.025], [0.036, -0.042, 0.058], [-0.013, -0.043, -0.054], [0.000, 0.042, -0.028], [0.098, -0.021, 0.066], [0.067, 0.165, 0.023], [-0.020, -0.085, -0.077], [-0.053, -0.011, 0.023], [0.018, 0.064, -0.003], [0.031, -0.035, 0.047], [-0.137, -0.031, 0.140], [0.117, 0.110, 0.016], [-0.071, 0.025, -0.055], [-0.060, -0.058, 0.170], [0.003, -0.039, -0.070], [0.026, 0.055, -0.026], [-0.143, 0.048, 0.008], [-0.127, 0.042, -0.246], [0.009, 0.004, -0.001], [-0.003, -0.007, 0.011], [-0.001, -0.005, -0.005], [-0.004, 0.011, -0.002], [-0.010, 0.010, -0.017], [-0.010, -0.013, 0.044], [0.009, 0.009, 0.000], [-0.003, 0.005, 0.013], [-0.013, -0.001, -0.009], [-0.007, -0.003, 0.009], [-0.010, -0.001, -0.020], [0.015, -0.003, -0.051], [-0.006, -0.024, -0.020], [-0.045, 0.000, -0.017], [0.000, -0.005, 0.022], [-0.020, 0.015, 0.035], [-0.027, -0.025, 0.015], [0.053, -0.062, 0.021], [-0.169, 0.047, 0.026], [0.231, -0.355, -0.175], [-0.065, 0.073, 0.066], [-0.075, 0.096, 0.020], [-0.046, 0.375, 0.237], [-0.045, 0.000, 0.018], [0.042, -0.031, 0.018], [0.055, 0.029, -0.104], [-0.006, 0.004, 0.076], [0.057, 0.015, -0.006], [0.006, -0.066, -0.015], [-0.020, 0.043, 0.012], [-0.001, -0.028, -0.059], [0.059, -0.002, 0.019]], "spin_multiplicity": 5, "homo_energy_ha": [-0.4029, -0.4165], "homo_lumo_gap_ev": [8.62, 6.23], "energy_ev": -44667.17521, "total_charge": 1, "lumo_ha": [-0.08622, -0.18761], "s2": 6.0512}